# 1
65
Properties=species:S:1:pos:R:3 method="wB97M-V/def2-TZVPD" e_above_lowest_kcal_mol=15.88 orbital_gap_ev=7.54 lumo_energy_ev=1.70 total_charge=-1 e_homo_ev=-5.8
C 2.37 -2.84 1.74
H -5.26 -0.44 0.80
C -1.34 8.09 0.93
O -0.06 7.47 1.07
C 2.84 -3.41 -0.53
O -0.62 0.63 -5.57
H 0.76 2.95 1.40
C -5.15 -1.34 1.41
C -1.65 5.88 0.99
H 2.52 -3.75 -1.51
H 0.52 -5.43 1.24
N -3.59 -3.17 0.98
O 1.46 0.41 -6.01
C 4.19 -3.16 -0.32
H 1.68 -2.68 2.56
H -1.35 8.69 0.02
H 2.89 0.00 -4.13
O -2.33 7.08 0.86
H -1.53 8.73 1.79
H -1.16 0.95 -3.23
H 3.41 -0.10 -1.69
H -3.23 4.41 0.87
I -5.46 -0.70 3.43
C 0.23 -5.03 0.26
C -1.27 3.55 1.14
C -0.56 -2.93 1.23
C 1.90 -3.23 0.49
C -0.17 0.71 -2.88
C 0.84 0.47 -3.79
C 2.13 0.18 -3.39
O -2.91 1.93 0.60
O -0.97 1.25 1.55
H 4.89 -3.29 -1.13
H -0.82 -5.30 0.08
C 1.41 0.33 -1.09
O 1.08 -0.45 1.20
N 0.53 0.51 -5.23
C 3.72 -2.59 1.95
H 5.68 -2.52 1.09
H -1.08 -3.14 -1.32
H 0.85 -5.51 -0.50
C 2.41 0.12 -2.03
H 0.22 -1.94 -1.29
H -4.46 -3.69 1.01
C -3.77 -1.93 1.23
Au -0.87 -0.87 1.27
H -0.34 -3.23 2.26
H 0.52 -3.54 -1.98
C 0.60 5.10 1.26
O -2.87 -0.98 1.30
C -2.17 4.61 0.99
C 0.09 3.79 1.28
H 4.04 -2.25 2.93
H -0.66 0.84 -0.81
C 0.12 0.64 -1.53
C 0.41 -3.50 0.21
H -1.57 -3.23 0.99
O 2.84 0.80 0.70
C 1.80 0.25 0.37
H -5.93 -2.05 1.19
C 4.64 -2.74 0.93
C -0.30 6.12 1.12
H 1.67 5.30 1.36
C 0.00 -3.00 -1.18
C -1.80 2.13 1.09



# 2
69
Properties=species:S:1:pos:R:3 method="wB97M-V/def2-TZVPD" e_above_lowest_kcal_mol=1.32 s_squared=0.762 orbital_gap_ev="7.30 / 7.88" lumo_energy_ev="-3.82 / -3.29" total_charge=+1 e_homo_ev="-11.1 / -11.2" spin_multiplicity=2
H 1.42 -2.24 -2.89
H -4.55 1.99 3.24
O -4.23 -3.40 2.00
H 2.15 0.31 1.45
H -7.35 -1.91 1.88
H 0.27 6.13 -0.26
C 0.38 -4.03 2.80
C -6.75 -1.06 2.19
O -1.53 0.13 -0.70
C -0.90 2.98 -0.66
N 1.35 0.82 1.82
O 0.80 -3.25 5.68
H 0.31 -1.22 -3.81
C -1.71 -1.57 -2.36
H 3.50 4.75 3.03
C 1.00 4.37 0.76
H 0.95 -4.71 0.84
C 1.26 -0.31 -2.12
C -0.09 -2.95 3.53
C 0.61 -3.88 1.45
N -2.94 -1.32 1.37
N -0.13 2.30 0.17
C 1.99 5.00 1.56
H -3.14 -0.99 5.56
H -3.49 -3.25 5.44
C -0.29 -1.75 2.87
H -1.64 2.41 -1.20
H -2.66 -3.20 3.88
O 1.23 -0.05 -0.92
O -2.94 -1.39 4.71
C -3.19 -0.18 1.92
O -2.09 0.76 -2.75
H -7.00 1.97 3.70
H 3.17 2.30 3.23
C 0.82 2.99 0.88
C -2.69 -2.77 4.88
H 2.13 6.07 1.47
H -8.38 0.05 3.02
H -0.70 -0.89 3.39
H -1.92 -1.67 -3.42
S -1.98 1.04 2.16
H -1.44 4.86 -1.55
C 0.61 -1.50 -2.80
C -6.53 1.13 3.21
H 0.55 -4.98 3.30
H 1.25 0.53 2.79
H -1.46 -3.13 6.58
O 1.97 0.41 -2.97
C 0.43 -2.64 0.87
H 0.61 -2.48 -0.18
C 1.61 2.25 1.77
O -0.41 -2.09 -2.05
C -0.78 4.37 -0.85
N -0.01 -1.58 1.56
O -4.61 -2.36 -0.20
C -5.16 1.15 2.96
C -4.60 0.05 2.33
C 0.16 5.06 -0.14
C -0.21 -3.07 5.03
C 2.75 4.27 2.42
C 2.56 2.87 2.54
H 2.43 1.12 -2.49
Cr -0.32 0.27 0.64
C -5.39 -1.03 1.96
C -1.81 -0.11 -1.97
H -2.43 -2.16 -1.78
S -4.33 -2.22 1.20
N -1.45 -3.04 5.57
C -7.31 0.04 2.83



# 3
62
Properties=species:S:1:pos:R:3 method="wB97M-V/def2-TZVPD" e_above_lowest_kcal_mol=0.00 orbital_gap_ev="2.66 / 2.67" lumo_energy_ev="3.77 / 3.77" total_charge=-2 e_homo_ev="1.1 / 1.1"
Sb -15.05 -6.81 9.30
H -14.41 -11.51 7.41
H -17.56 -10.75 5.53
C -11.56 -9.56 11.46
C -12.60 -9.05 12.21
H -15.62 -12.24 6.29
C -15.32 -11.50 1.43
H -10.51 -10.42 4.71
C -14.99 -11.34 6.48
C -16.37 -9.44 2.20
C -12.28 -3.66 6.79
F -19.26 -12.51 0.20
H -10.27 -6.17 6.23
H -10.65 -4.70 5.17
H -9.50 -10.07 10.00
H -13.30 -2.07 7.84
C -17.57 -10.92 0.72
H -11.54 -6.24 4.90
C -16.05 -8.17 7.83
H -18.91 -8.77 6.09
H -14.66 -3.70 9.14
N -12.39 -8.54 9.48
C -15.87 -10.17 6.70
C -13.82 -5.41 8.17
C -18.80 -11.22 -0.06
C -17.53 -9.71 1.50
C -17.93 -8.91 6.55
H -18.41 -9.06 1.55
C -15.23 -10.31 2.21
C -14.12 -9.99 3.05
C -17.18 -10.03 6.24
H -14.47 -12.21 1.45
H -16.32 -8.55 2.83
C -13.17 -9.69 3.88
H -11.66 -3.02 6.17
H -9.74 -9.49 5.82
H -16.46 -12.64 0.01
C -17.35 -7.95 7.39
H -17.92 -7.07 7.66
Rb -12.38 -8.66 6.49
N -10.26 -10.37 5.71
C -10.26 -9.73 9.31
C -11.09 -5.57 5.68
H -10.55 -10.55 8.65
C -11.44 -9.26 10.11
H -14.29 -11.18 5.62
H -12.74 -9.28 13.28
C -13.94 -4.04 8.44
H -14.34 -7.76 12.10
C -16.44 -11.76 0.67
N -12.91 -5.89 7.29
H -9.63 -11.12 5.90
C -13.53 -8.24 11.54
S -8.84 -7.62 6.31
C -12.14 -5.03 6.59
H -10.81 -10.21 11.92
C -13.20 -3.13 7.68
F -19.80 -10.33 0.31
F -18.66 -11.11 -1.40
H -9.83 -8.87 8.74
C -13.40 -8.03 10.18
N -15.33 -9.21 7.49



# 4
65
Properties=species:S:1:pos:R:3 method="wB97M-V/def2-TZVPD" e_above_lowest_kcal_mol=49.21 s_squared=0.757 orbital_gap_ev="5.60 / 5.49" lumo_energy_ev="4.37 / 4.34" total_charge=-2 e_homo_ev="-1.2 / -1.2" spin_multiplicity=2
C -1.30 1.40 3.03
H -2.07 1.34 3.80
H -0.40 -0.66 -3.49
H -5.03 0.67 -0.78
H -0.91 3.67 0.46
C -0.53 3.00 1.23
H 1.03 3.51 -0.70
C -3.05 0.23 -1.46
H 1.54 -0.05 -2.90
C -0.87 -0.35 -2.55
H -4.85 -1.08 -4.71
H 1.38 1.53 2.36
C -2.32 -0.33 -2.55
H 0.09 3.61 1.91
H -2.38 -1.18 -4.51
N -0.10 0.00 -1.59
H -1.58 -4.79 0.28
C 5.32 1.25 -0.32
C -2.97 -2.65 3.19
H -0.32 2.52 -1.30
F 7.39 2.45 -0.64
C -5.09 -0.20 -2.74
H -2.40 1.98 1.28
H 1.71 2.23 -2.56
C 5.14 -0.94 -0.95
O -2.50 0.75 -0.42
H 2.27 1.14 0.90
F 8.51 0.19 -1.69
H 2.63 1.74 -1.15
Se 1.40 -1.38 1.02
H 1.93 -0.41 -1.23
C 7.22 0.18 -1.27
H -2.24 3.27 2.48
C 6.65 1.32 -0.73
F 7.03 -2.07 -1.94
O -1.18 -2.20 0.09
C -4.46 0.25 -1.60
C -1.78 -2.81 1.07
F 4.83 2.44 0.19
N 0.35 1.99 0.58
C -1.71 2.44 1.99
N -1.07 0.06 2.52
C 6.46 -0.97 -1.39
H -2.77 -5.87 2.17
C -3.14 -4.03 3.22
H -6.17 -0.14 -2.82
H 2.12 2.84 1.38
C 4.52 0.15 -0.40
C 1.60 1.87 1.35
C 0.64 2.48 -0.78
H -0.38 1.72 3.54
H -3.36 -2.03 3.99
C -1.97 -4.20 1.11
C -2.12 -0.57 2.03
H -3.07 -0.03 1.95
C -2.27 -2.05 2.15
C -2.98 -0.78 -3.69
C -4.35 -0.73 -3.81
F 4.46 -2.12 -1.13
H -3.66 -4.50 4.05
Te 1.55 -2.01 3.37
C -2.64 -4.79 2.16
C 1.65 1.69 -1.61
C 1.31 0.22 -1.86
Ru -0.72 -0.20 0.41